1.
This record from the Open Molecules 2025 dataset describes a molecular structure, C4H2MgO2Tl at a distorted geometry. The level of theory is wB97M-V/def2-TZVPD.

Computed properties:
ΔE to the lowest compared entry with this formula, charge and spin = 0.000 eV
Charge = +1
HOMO level (spin up / spin down) = -10.4 / -9.8 eV
Kohn-Sham gap (spin up / spin down) = 5.54 / 2.53 eV
Energy = -676.23124 hartree

The geometry in XYZ format:
```
10
C4H2MgO2Tl (wB97M-V/def2-TZVPD)
H 2.20501 -4.15805 -0.64792
C 1.24426 -0.38745 -1.53465
C 1.25809 0.70873 -0.80376
C 0.19382 1.02833 0.09742
C -0.74142 1.31991 0.82090
O -1.69918 1.65884 1.56638
O 1.20333 -1.28392 -2.29489
Tl 1.68657 -3.92415 -2.58830
Mg -2.85964 1.32268 2.95448
H 2.07925 1.40198 -1.02062
```

=====

2.
This record from the Open Molecules 2025 dataset describes a molecular structure, C38H34NP2PdSe3Te2 at a distorted geometry. The level of theory is wB97M-V/def2-TZVPD.

Computed properties:
Charge = +1
HOMO level (spin up / spin down) = -9.6 / -9.6 eV
Kohn-Sham gap (spin up / spin down) = 4.29 / 4.28 eV
Energy = -10073.94844 hartree

The geometry in XYZ format:
```
81
C38H34NP2PdSe3Te2 (wB97M-V/def2-TZVPD)
Pd 0.03574 -1.14415 1.49528
Se -1.98871 -2.21322 2.45902
Te 1.12335 -3.15846 5.15397
Te 2.23171 -4.99368 1.80644
Se 1.28659 -2.97666 2.74930
C -0.06312 1.90118 -0.20643
N 1.35827 1.96210 -0.44524
C 2.13716 1.69400 0.72479
P 2.06769 -0.07918 1.20886
C 3.14476 -0.91084 0.01994
C 4.39264 -0.38698 -0.34033
C 5.17397 -1.02449 -1.28680
C 4.71913 -2.19334 -1.88948
C 3.48074 -2.71081 -1.55159
C 2.69426 -2.06747 -0.60659
C 2.83520 0.01453 2.84851
C 4.21593 -0.03081 3.04504
C 4.74268 0.14417 4.31493
C 3.90039 0.38208 5.39352
C 2.52793 0.43289 5.20404
C 1.99683 0.24332 3.93812
C 1.85854 2.77720 -1.49125
C 3.03778 3.50790 -1.35208
C 3.52329 4.26425 -2.40979
C 2.84230 4.32295 -3.61394
C 1.65834 3.61325 -3.74807
C 1.17095 2.84328 -2.70485
P -0.86086 0.23592 -0.13825
C -0.68271 -0.44095 -1.81022
C 0.59065 -0.40822 -2.38481
C 0.81857 -0.98023 -3.62718
C -0.21632 -1.60407 -4.30438
C -1.48487 -1.64706 -3.74153
C -1.71689 -1.07904 -2.50064
C -2.55315 0.80370 0.14932
C -3.02210 0.95879 1.44893
C -4.29383 1.46563 1.67236
C -5.09581 1.83628 0.60486
C -4.61844 1.71989 -0.69405
C -3.35276 1.20592 -0.92385
H -0.59822 2.47255 -0.96344
H -0.31841 2.35295 0.76480
H 1.83025 2.29362 1.59455
H 3.19289 1.88748 0.55251
H 4.76373 0.52844 0.10301
H 6.13383 -0.60768 -1.56027
H 5.33205 -2.69207 -2.62867
H 3.11452 -3.61333 -2.02264
H 1.71174 -2.46414 -0.37728
H 4.88524 -0.23440 2.22094
H 5.81321 0.09543 4.46217
H 4.31615 0.52339 6.38223
H 1.86632 0.60862 6.04161
H 0.91929 0.27081 3.80511
H 3.57681 3.52911 -0.41535
H 4.43783 4.82715 -2.27590
H 3.22328 4.91691 -4.43282
H 1.10717 3.64583 -4.67888
H 0.26236 2.27582 -2.85358
H 1.41072 0.07274 -1.87151
H 1.81001 -0.93767 -4.05884
H -0.03825 -2.05625 -5.27127
H -2.29884 -2.12875 -4.26669
H -2.70458 -1.12257 -2.07242
H -2.40597 0.66861 2.28980
H -4.66096 1.55661 2.68584
H -6.09078 2.22198 0.78288
H -5.23026 2.02996 -1.53084
H -2.99135 1.13273 -1.94101
Se -2.82834 -2.87440 0.36087
C -4.70399 -2.56618 0.61035
C -5.42267 -1.91771 -0.38468
C -6.78761 -1.71219 -0.23222
C -7.43105 -2.13722 0.91969
C -6.70691 -2.77553 1.91885
C -5.34771 -2.99631 1.76532
H -4.92644 -1.56062 -1.27865
H -7.34396 -1.20589 -1.01055
H -8.49392 -1.97492 1.03919
H -7.20511 -3.11214 2.81863
H -4.78789 -3.50034 2.54327
```

=====

3.
This record from the Open Molecules 2025 dataset describes a single C4H8NOPS molecule at a distorted geometry. The level of theory is wB97M-V/def2-TZVPD.

Computed properties:
ΔE to the lowest compared entry with this formula, charge and spin = 2.284 eV
Structure (SMILES) = CN1CC(OP)=CS1
HOMO level = -7.6 eV
Kohn-Sham gap = 8.29 eV
Energy = -1026.64155 hartree

The geometry in XYZ format:
```
16
C4H8NOPS (wB97M-V/def2-TZVPD)
C 2.61340 -0.24186 -0.40491
N 1.72327 0.21570 0.58889
C 0.55180 -0.59230 0.61297
C -0.67868 0.13434 0.04631
O -1.88661 -0.57404 -0.02717
P -3.35547 0.26249 -0.29639
C -0.56884 1.42053 -0.05400
S 1.15221 1.86402 0.18256
H 3.29905 0.58263 -0.82764
H 3.17462 -0.94194 0.23685
H 2.02019 -0.66134 -1.24061
H 0.36380 -1.04672 1.61556
H 0.63707 -1.48624 0.00923
H -4.01383 0.00301 1.02949
H -3.74337 -0.96784 -0.89571
H -1.28858 2.02956 -0.57542
```